Model P:
This record from the OMol25 dataset describes one molecule with the formula C2H4O2S2. The level of theory is wB97M-V/def2-TZVPD.

Atoms and positions in Å:
1 C 0.816 -0.470 0.470
2 C 0.397 0.985 0.110
3 O -2.366 -1.560 -1.283
4 O -0.144 -1.235 0.921
5 S -0.702 0.792 -1.369
6 S -1.968 -0.558 -0.380
7 H 1.658 -0.891 -0.231
8 H 1.510 -0.250 1.290
9 H -0.273 1.421 0.760
10 H 1.071 1.765 -0.290


Model Q:
This record from the OMol25 dataset describes one molecule with the formula C2H4O2S2. The level of theory is wB97M-V/def2-TZVPD.

Atoms and positions in Å:
1 C 1.420 -1.565 -0.840
2 C -1.421 1.187 0.673
3 O 1.921 -3.118 -1.462
4 O 0.928 1.297 -0.372
5 S 0.020 -1.535 -0.105
6 S 0.295 0.586 0.707
7 H 2.268 -0.941 -0.966
8 H -2.073 1.476 -0.226
9 H -2.022 0.510 1.353
10 H -1.338 2.103 1.239


Model R:
This record from the OMol25 dataset describes one molecule with the formula C2H4O2S2. The level of theory is wB97M-V/def2-TZVPD.

Atoms and positions in Å:
1 C -0.849 -0.614 0.360
2 C -0.625 0.697 -0.433
3 O 3.263 -0.276 0.414
4 O -0.040 -1.697 -0.003
5 S 0.985 1.319 0.074
6 S 2.151 -0.198 -0.493
7 H -0.933 -0.568 1.474
8 H -1.921 -1.046 0.209
9 H -0.623 0.864 -1.534
10 H -1.408 1.521 -0.068


On energetic grounds, model P is preferred over the next structure by 0.0292 hartree.


Model P:
This record from the OMol25 dataset describes an isolated ion of composition H4NO2SSi and charge -1. The level of theory is wB97M-V/def2-TZVPD.

Atoms and positions in Å:
1 N 0.116 -0.401 -1.562
2 O -1.995 -0.335 -0.601
3 O -1.702 1.021 -2.727
4 Si -0.411 -0.104 0.262
5 S -1.478 -0.300 -2.097
6 H 0.806 0.149 -2.047
7 H -0.672 -1.315 1.066
8 H 1.070 0.069 0.643
9 H -0.843 1.219 0.756

Values from the calculation:
* total charge: -1


Model Q:
This record from the OMol25 dataset describes a 2-piece molecular cluster, H4NO2SSi overall. The level of theory is wB97M-V/def2-TZVPD.

Atoms and positions in Å:
1 N 2.293 -1.476 0.332
2 O -1.280 -1.398 -0.115
3 O 3.296 0.736 0.251
4 Si -1.242 0.207 -0.055
5 S 2.515 -0.195 -0.450
6 H 1.884 -2.224 -0.182
7 H -1.873 1.202 -1.152
8 H -1.707 0.793 1.167
9 H 0.336 0.726 -0.215

Values from the calculation:
* total charge: -1


Model R:
This record from the OMol25 dataset describes an isolated ion of composition H4NO2SSi and charge -1. The level of theory is wB97M-V/def2-TZVPD.

Atoms and positions in Å:
1 N -0.406 1.146 -0.039
2 O -0.613 -1.129 -0.191
3 O -2.573 0.110 0.676
4 Si 0.875 -0.356 0.153
5 S -1.556 0.098 -0.393
6 H -0.165 1.870 -0.815
7 H 1.638 0.091 -0.922
8 H 1.314 -0.112 1.437
9 H 1.487 -1.718 0.093

Values from the calculation:
* total charge: -1


On energetic grounds, model P is preferred over the next structure by 0.0255 hartree.


Model P:
This record from the OMol25 dataset describes a 2-piece molecular cluster, C4H10NO3 overall. The level of theory is wB97M-V/def2-TZVPD.

Atoms and positions in Å:
1 C 1.123 0.344 0.129
2 O 1.331 0.524 1.474
3 C -0.398 0.504 -0.084
4 C -0.949 0.082 -1.477
5 C -2.035 -1.009 -1.264
6 O -2.407 -1.808 -2.063
7 N -0.752 2.030 0.011
8 H 1.637 0.976 -0.594
9 H 1.149 -0.866 -0.074
10 H -0.986 0.076 0.732
11 H -1.133 1.017 -2.035
12 H -0.123 -0.418 -1.983
13 H -2.153 -1.264 -0.248
14 H -0.262 2.465 -0.769
15 H -0.369 2.404 0.740
16 H 2.398 -1.181 2.888
17 H 2.354 -0.139 2.057
18 O 3.115 -0.816 2.513

Values from the calculation:
* total charge: -1


Model Q:
This record from the OMol25 dataset describes a 2-piece molecular cluster, C4H10NO3 overall. The level of theory is wB97M-V/def2-TZVPD.

Atoms and positions in Å:
1 O 1.615 -2.969 -0.589
2 C 1.247 -1.841 -0.805
3 C -0.014 -1.209 -0.290
4 C -1.059 -1.325 -1.396
5 N 0.252 0.163 0.041
6 C -0.890 1.047 0.477
7 O -0.592 1.641 1.653
8 H 1.870 -1.187 -1.452
9 H -0.357 -1.799 0.566
10 H -1.291 -2.368 -1.620
11 H -0.713 -0.898 -2.338
12 H -1.955 -0.805 -1.089
13 H 0.890 0.276 0.823
14 H -1.030 1.783 -0.343
15 H -1.808 0.431 0.590
16 H 0.740 2.992 2.446
17 H 1.469 2.846 1.226
18 O 1.625 3.221 2.102

Values from the calculation:
* total charge: -1


Model R:
This record from the OMol25 dataset describes a 2-piece molecular cluster, C4H10NO3 overall. The level of theory is wB97M-V/def2-TZVPD.

Atoms and positions in Å:
1 C -0.868 -0.819 -0.241
2 O -1.241 -1.801 0.615
3 C -0.539 0.534 0.404
4 C -0.417 1.659 -0.638
5 C 0.895 1.579 -1.400
6 O 1.503 2.594 -1.651
7 N 0.728 0.521 1.158
8 H 0.026 -1.056 -0.881
9 H -1.668 -0.632 -0.998
10 H -1.379 0.802 1.060
11 H -1.236 1.657 -1.372
12 H -0.518 2.635 -0.165
13 H 1.172 0.554 -1.687
14 H 0.795 -0.360 1.659
15 H 0.666 1.242 1.852
16 H 1.053 -3.570 0.272
17 H 0.083 -2.488 0.934
18 O 0.943 -3.053 1.080

Values from the calculation:
* total charge: -1


On energetic grounds, model R is preferred over the next structure by 0.0143 hartree.


Model P:
This record from the OMol25 dataset describes a 2-piece molecular cluster, C4H10NO3 overall. The level of theory is wB97M-V/def2-TZVPD.

Atoms and positions in Å:
1 O 0.305 -1.875 1.154
2 C -0.367 -0.864 0.927
3 N -0.014 0.343 1.425
4 C -0.332 1.668 0.711
5 O 0.430 1.869 -0.355
6 C -1.575 -0.958 0.020
7 C -1.096 -0.928 -1.446
8 H 0.798 0.293 2.013
9 H -0.208 2.405 1.523
10 H -1.398 1.572 0.439
11 H -2.048 -1.912 0.181
12 H -2.239 -0.118 0.209
13 H -1.921 -0.656 -2.121
14 H -0.946 -1.958 -1.819
15 H -0.170 -0.389 -1.635
16 H 1.574 1.186 -1.153
17 H 2.315 -0.152 -1.119
18 O 2.252 0.631 -1.679

Values from the calculation:
* total charge: -1


Model Q:
This record from the OMol25 dataset describes a 2-piece molecular cluster, C4H10NO3 overall. The level of theory is wB97M-V/def2-TZVPD.

Atoms and positions in Å:
1 C 1.166 -0.447 0.917
2 O 1.554 0.851 1.028
3 C -0.379 -0.618 0.623
4 C -0.611 -0.357 -0.887
5 C -1.996 -0.733 -1.274
6 O -2.335 -1.325 -2.273
7 N -1.163 0.370 1.350
8 H 1.691 -0.993 0.099
9 H 1.413 -1.067 1.807
10 H -0.608 -1.599 1.055
11 H -0.267 0.651 -1.132
12 H 0.077 -1.057 -1.361
13 H -2.727 -0.414 -0.495
14 H -1.055 1.318 1.052
15 H -0.908 0.419 2.323
16 H 2.550 1.474 -1.576
17 H 1.747 1.539 -0.122
18 O 1.853 1.990 -1.133

Values from the calculation:
* total charge: -1


On energetic grounds, model P is preferred over the next structure by 0.0406 hartree.


Model P:
This record from the OMol25 dataset describes H24HeO12 as an isolated structure. The level of theory is wB97M-V/def2-TZVPD.

Atoms and positions in Å:
1 He 0.184 -0.177 0.426
2 O 0.724 -1.814 3.091
3 H -0.146 -1.445 2.943
4 H 1.010 -1.429 3.919
5 O -1.558 -0.363 2.925
6 H -1.788 -0.655 2.043
7 H -2.315 -0.601 3.461
8 O -2.593 0.949 -1.520
9 H -1.925 1.253 -0.905
10 H -2.781 1.711 -2.068
11 O -1.385 -2.996 -1.601
12 H -0.929 -3.332 -2.373
13 H -1.581 -3.775 -1.080
14 O -2.286 -0.818 0.346
15 H -2.466 -0.238 -0.394
16 H -2.024 -1.646 -0.055
17 O 3.227 -0.602 -0.663
18 H 3.312 -1.526 -0.427
19 H 4.128 -0.286 -0.725
20 O 3.009 -0.696 2.244
21 H 2.224 -1.190 2.480
22 H 2.789 -0.283 1.408
23 O -0.657 2.273 0.041
24 H 0.272 2.329 -0.182
25 H -0.725 2.702 0.894
26 O -1.359 -0.569 -3.597
27 H -0.835 0.167 -3.913
28 H -1.692 -0.280 -2.748
29 O -2.421 2.411 3.129
30 H -1.610 2.917 3.075
31 H -2.149 1.505 2.985
32 O 2.410 0.541 -3.554
33 H 2.611 0.155 -2.702
34 H 2.866 -0.016 -4.184
35 O 1.996 2.094 -0.582
36 H 2.249 1.184 -0.740
37 H 2.212 2.547 -1.397


Model Q:
This record from the OMol25 dataset describes H24HeO12 as an isolated structure. The level of theory is wB97M-V/def2-TZVPD.

Atoms and positions in Å:
1 He -0.350 -0.177 -0.014
2 O -1.931 3.203 2.126
3 H -1.581 2.471 2.634
4 H -1.664 3.019 1.225
5 O 2.446 1.033 2.574
6 H 2.880 1.337 1.777
7 H 2.370 0.085 2.459
8 O -0.856 0.109 -3.287
9 H -0.241 0.726 -2.890
10 H -1.691 0.293 -2.857
11 O 3.155 0.177 -1.648
12 H 2.892 -0.733 -1.785
13 H 3.353 0.504 -2.525
14 O 1.758 -2.079 2.348
15 H 1.448 -2.390 3.199
16 H 0.981 -2.095 1.789
17 O -2.322 -0.229 1.646
18 H -3.214 0.112 1.720
19 H -1.841 0.201 2.352
20 O -3.303 -1.514 -0.642
21 H -3.221 -2.447 -0.448
22 H -3.025 -1.075 0.162
23 O 2.272 -2.392 -2.185
24 H 2.863 -3.046 -2.559
25 H 1.430 -2.841 -2.115
26 O -1.572 2.740 -0.902
27 H -0.662 2.454 -0.984
28 H -2.055 2.180 -1.509
29 O -0.616 -2.757 -1.959
30 H -0.847 -1.853 -1.748
31 H -1.064 -3.280 -1.294
32 O 0.923 1.853 -1.828
33 H 1.566 1.154 -1.706
34 H 1.447 2.629 -2.029
35 O -0.229 1.061 3.506
36 H 0.580 0.885 3.025
37 H -0.080 0.682 4.372


On energetic grounds, model Q is preferred over the next structure by 0.0069 hartree.


Model P:
This record from the OMol25 dataset describes C4H3NO2 as an isolated structure. The level of theory is wB97M-V/def2-TZVPD.

Atoms and positions in Å:
1 C 0.001 -0.886 0.812
2 C -1.100 0.030 -1.529
3 C 0.837 -0.234 0.015
4 C 0.601 0.983 0.890
5 N -0.241 0.437 1.661
6 O -0.847 -0.906 -2.166
7 O -1.552 0.955 -0.990
8 H -0.241 -1.936 1.090
9 H 1.612 -0.349 -0.616
10 H 0.928 1.906 0.833


Model Q:
This record from the OMol25 dataset describes a 2-piece molecular cluster, C4H3NO2 overall. The level of theory is wB97M-V/def2-TZVPD.

Atoms and positions in Å:
1 C -0.542 0.538 0.272
2 C 2.360 -0.334 -0.651
3 C 0.392 -1.506 1.043
4 C -1.645 1.052 -0.296
5 N -0.414 -0.607 1.013
6 O 2.610 -0.408 -1.754
7 O 1.020 -2.407 1.382
8 H 0.298 1.100 0.204
9 H -1.499 1.992 -0.830
10 H -2.579 0.581 -0.383


Model R:
This record from the OMol25 dataset describes one molecule with the formula C4H3NO2. The level of theory is wB97M-V/def2-TZVPD.

Atoms and positions in Å:
1 O -2.568 0.200 -0.195
2 C -1.704 -0.647 0.003
3 C -0.308 -0.345 0.105
4 C 0.307 0.951 0.122
5 C 1.635 0.566 -0.109
6 O 1.738 -0.788 -0.121
7 N 0.543 -1.319 -0.023
8 H -2.016 -1.682 0.275
9 H -0.131 1.898 0.136
10 H 2.504 1.167 -0.193

Values from the calculation:
* SMILES: O=Cc1ccon1


On energetic grounds, model Q is preferred over the next structure by 0.0336 hartree.


Model P:
This record from the OMol25 dataset describes one molecule with the formula C4H3NO2. The level of theory is wB97M-V/def2-TZVPD.

Atoms and positions in Å:
1 N 2.322 -0.575 0.797
2 C 1.231 -0.695 0.254
3 C -0.001 -0.905 -0.188
4 C -1.120 0.045 0.218
5 C -1.203 1.201 -0.779
6 O -0.892 0.983 1.132
7 O -1.058 2.225 -1.295
8 H 3.039 -0.027 0.315
9 H -0.222 -1.771 -0.812
10 H -2.083 -0.516 0.221


Model Q:
This record from the OMol25 dataset describes one molecule with the formula C4H3NO2. The level of theory is wB97M-V/def2-TZVPD.

Atoms and positions in Å:
1 O -0.705 1.332 -2.530
2 C -0.672 1.066 -1.399
3 C -0.832 0.846 -0.071
4 N 0.282 1.208 0.771
5 C 0.798 0.076 1.065
6 C 0.083 -1.028 0.319
7 O -1.213 -0.471 0.190
8 H 1.702 -0.027 1.658
9 H 0.499 -0.959 -0.719
10 H 0.058 -2.042 0.717

Values from the calculation:
* SMILES: O=C=C1N=CCO1


On energetic grounds, model Q is preferred over the next structure by 0.0267 hartree.


Model P:
This record from the OMol25 dataset describes one molecule with the formula H3NO2S. The level of theory is wB97M-V/def2-TZVPD.

Atoms and positions in Å:
1 N -0.017 0.092 0.668
2 S 0.360 -1.233 -0.298
3 O 1.906 -1.534 -0.205
4 O -0.516 -2.308 -0.068
5 H 0.930 0.204 0.825
6 H -0.515 -0.392 1.408
7 H 0.234 -0.470 -1.540

Values from the calculation:
* SMILES: N[SH](=O)=O


Model Q:
This record from the OMol25 dataset describes a 2-piece molecular cluster, H3NO2S overall. The level of theory is wB97M-V/def2-TZVPD.

Atoms and positions in Å:
1 N 0.003 -0.027 1.043
2 O -2.220 -1.200 -0.006
3 O -2.198 1.250 0.024
4 S -1.453 0.004 -0.048
5 H 0.710 0.707 0.825
6 H 0.599 -0.876 1.098
7 H -0.084 0.316 -1.938


Model R:
This record from the OMol25 dataset describes a 2-piece molecular cluster, H3NO2S overall. The level of theory is wB97M-V/def2-TZVPD.

Atoms and positions in Å:
1 N -1.300 0.153 0.216
2 O 2.324 -1.047 0.334
3 O 2.085 0.893 -1.053
4 S 1.652 0.226 0.099
5 H -1.286 0.100 -0.807
6 H -1.306 -0.814 0.593
7 H -2.170 0.489 0.617


On energetic grounds, model R is preferred over the next structure by 0.0583 hartree.